(1)
18
Properties=species:S:1:pos:R:3:forces:R:3 method="wB97M-V/def2-TZVPD" orbital_gap_ha=0.35943 lumo_ev=0.9 max_force_ev_per_a=2.41 molar_mass_g_mol=108.21
C -2.75687 -0.27285 -2.42466 -1.3 0.0 1.3
C -2.32793 -0.61122 -0.98580 1.1 -0.7 -1.0
O -1.27185 0.23325 -0.52883 -0.2 0.3 -0.1
H -2.85793 0.81377 -2.41774 0.3 0.1 -0.7
H -3.78631 -0.62983 -2.52642 0.0 -0.1 -0.2
H -2.21098 -0.72285 -3.24678 0.5 0.3 0.1
H -3.18045 -0.51054 -0.32229 0.1 0.1 0.2
H -1.92046 -1.63431 -0.94408 -0.6 0.0 0.1
H -0.72785 0.43935 -1.29747 0.0 0.0 0.1
C 1.28434 0.52908 1.33369 1.5 -1.6 -0.9
C 2.82022 0.26428 1.42231 -0.3 -0.3 -0.2
S 3.61094 1.05645 2.90337 -0.1 -0.8 -0.8
H 1.00895 1.06165 2.23006 -0.8 0.4 -0.3
H 1.04662 0.87346 0.33081 -0.2 1.3 0.4
H 0.80794 -0.45012 1.22853 -0.2 0.1 0.9
H 3.34366 0.50298 0.49666 0.0 0.6 0.2
H 3.00149 -0.80970 1.48630 0.0 0.1 0.4
H 4.11645 -0.13286 3.26234 0.2 0.3 0.4

(2)
14
Properties=species:S:1:pos:R:3:forces:R:3 method="wB97M-V/def2-TZVPD" orbital_gap_ha=0.36176 lumo_ev=0.9 max_force_ev_per_a=0.22 molar_mass_g_mol=84.12
C -1.70898 -1.48755 -1.04938 -0.1 0.1 0.0
C -2.00854 -0.22892 -0.74888 0.0 -0.2 0.0
C 0.35454 1.45145 0.19290 0.0 0.0 0.1
C 0.96034 0.49703 1.02175 -0.1 -0.1 0.1
C 1.93152 0.18550 -0.07201 0.2 -0.1 0.1
O 1.28722 1.22413 -0.83455 0.0 0.1 -0.2
H -1.37082 -1.77160 -2.04296 0.0 0.1 0.1
H -1.79491 -2.28642 -0.31605 0.0 0.1 -0.1
H -2.34312 0.06276 0.24350 0.0 -0.1 -0.2
H -1.91475 0.57543 -1.47358 0.0 -0.1 0.1
H 0.72105 0.10960 2.00569 0.0 0.1 -0.1
H 0.94071 1.91179 1.17919 0.1 0.1 0.1
H 2.98489 0.42141 0.10860 -0.1 0.0 0.0
H 1.83471 -0.80862 -0.52359 0.0 0.1 0.1

Please write out number 1 again, unchanged.
18
Properties=species:S:1:pos:R:3:forces:R:3 method="wB97M-V/def2-TZVPD" orbital_gap_ha=0.35943 lumo_ev=0.9 max_force_ev_per_a=2.41 molar_mass_g_mol=108.21
C -2.75687 -0.27285 -2.42466 -1.3 0.0 1.3
C -2.32793 -0.61122 -0.98580 1.1 -0.7 -1.0
O -1.27185 0.23325 -0.52883 -0.2 0.3 -0.1
H -2.85793 0.81377 -2.41774 0.3 0.1 -0.7
H -3.78631 -0.62983 -2.52642 0.0 -0.1 -0.2
H -2.21098 -0.72285 -3.24678 0.5 0.3 0.1
H -3.18045 -0.51054 -0.32229 0.1 0.1 0.2
H -1.92046 -1.63431 -0.94408 -0.6 0.0 0.1
H -0.72785 0.43935 -1.29747 0.0 0.0 0.1
C 1.28434 0.52908 1.33369 1.5 -1.6 -0.9
C 2.82022 0.26428 1.42231 -0.3 -0.3 -0.2
S 3.61094 1.05645 2.90337 -0.1 -0.8 -0.8
H 1.00895 1.06165 2.23006 -0.8 0.4 -0.3
H 1.04662 0.87346 0.33081 -0.2 1.3 0.4
H 0.80794 -0.45012 1.22853 -0.2 0.1 0.9
H 3.34366 0.50298 0.49666 0.0 0.6 0.2
H 3.00149 -0.80970 1.48630 0.0 0.1 0.4
H 4.11645 -0.13286 3.26234 0.2 0.3 0.4

Copy entry 1 word for word.
18
Properties=species:S:1:pos:R:3:forces:R:3 method="wB97M-V/def2-TZVPD" orbital_gap_ha=0.35943 lumo_ev=0.9 max_force_ev_per_a=2.41 molar_mass_g_mol=108.21
C -2.75687 -0.27285 -2.42466 -1.3 0.0 1.3
C -2.32793 -0.61122 -0.98580 1.1 -0.7 -1.0
O -1.27185 0.23325 -0.52883 -0.2 0.3 -0.1
H -2.85793 0.81377 -2.41774 0.3 0.1 -0.7
H -3.78631 -0.62983 -2.52642 0.0 -0.1 -0.2
H -2.21098 -0.72285 -3.24678 0.5 0.3 0.1
H -3.18045 -0.51054 -0.32229 0.1 0.1 0.2
H -1.92046 -1.63431 -0.94408 -0.6 0.0 0.1
H -0.72785 0.43935 -1.29747 0.0 0.0 0.1
C 1.28434 0.52908 1.33369 1.5 -1.6 -0.9
C 2.82022 0.26428 1.42231 -0.3 -0.3 -0.2
S 3.61094 1.05645 2.90337 -0.1 -0.8 -0.8
H 1.00895 1.06165 2.23006 -0.8 0.4 -0.3
H 1.04662 0.87346 0.33081 -0.2 1.3 0.4
H 0.80794 -0.45012 1.22853 -0.2 0.1 0.9
H 3.34366 0.50298 0.49666 0.0 0.6 0.2
H 3.00149 -0.80970 1.48630 0.0 0.1 0.4
H 4.11645 -0.13286 3.26234 0.2 0.3 0.4